Arrangement i

17
Properties=species:S:1:pos:R:3 method="wB97M-V/def2-TZVPD" smiles="CS/C=N/N(C)C" e_lumo_ev=0.8759 orbital_gap_ev=9.1 molar_mass_g_mol=118.20
C 0.4555 0.1982 2.9532
S 0.0451 -1.5992 2.5157
C 0.0064 -1.2502 0.7840
N 0.1843 -0.0839 0.2930
N -0.1915 -0.2023 -1.1361
C 0.9561 0.1458 -1.9868
C -1.4943 0.4850 -1.4943
H 1.5958 0.5628 2.8031
H 0.1146 0.2383 4.0668
H -0.2532 0.8847 2.5056
H -0.2578 -2.1560 0.2758
H 0.8244 -0.0547 -3.0044
H 1.4363 1.1386 -1.9124
H 1.8812 -0.4522 -1.6827
H -2.4575 0.2082 -0.8779
H -1.2797 1.6386 -1.4518
H -1.5659 0.2985 -2.6507


Arrangement ii

17
Properties=species:S:1:pos:R:3 method="wB97M-V/def2-TZVPD" smiles="CN(C=S)CCN" e_lumo_ev=0.8519 orbital_gap_ev=9.0 molar_mass_g_mol=118.20
C -0.2332 1.7786 -0.3583
N 0.6133 0.7302 0.1998
C 1.8500 0.5277 -0.2712
S 2.8834 -0.7143 0.0472
C -0.0444 -0.2342 1.0815
C -1.1148 -1.0590 0.3451
N -0.6168 -1.4838 -0.9515
H -0.8901 1.3214 -1.0542
H -0.8111 2.2611 0.4261
H 0.3813 2.5349 -0.8549
H 2.1650 1.3137 -0.9569
H 0.7374 -0.8568 1.4781
H -0.5186 0.3051 1.9119
H -2.0085 -0.4369 0.1563
H -1.4023 -1.9098 1.0243
H 0.2736 -1.9885 -0.8222
H -1.2643 -2.0895 -1.4013


Most stable structure, least stable structure: arrangement ii, arrangement i.